{"formula": "C3H4OS2", "method": "ωB97M-V with the def2-TZVPD basis set", "species": ["C", "C", "C", "O", "S", "S", "H", "H", "H", "H"], "positions_angstrom": [[0.6421, -0.9706, -0.5451], [0.1325, 0.1787, -0.0536], [-1.3854, 0.4375, 0.1174], [0.8945, 0.9106, 0.9221], [2.3395, -1.1736, -0.3022], [2.5259, 0.8073, 0.5034], [0.0854, -1.7950, -0.9519], [-1.7345, 0.5980, 1.1991], [-1.8660, -0.2894, -0.4513], [-1.6341, 1.2964, -0.4380]], "forces_ev_per_angstrom": [[0.067, 1.956, 0.445], [-1.699, -0.935, 2.245], [2.092, 0.886, 1.378], [0.101, -0.594, -1.586], [1.031, 0.062, 0.498], [-0.708, -0.690, -0.407], [-0.184, 0.132, -0.295], [0.669, -0.651, -1.638], [-1.127, -1.787, -0.270], [-0.241, 1.622, -0.370]], "e_homo_ev": -7.77, "max_force_ev_per_a": 3.0, "total_charge": 0}



{"formula": "C6H12O", "method": "ωB97M-V with the def2-TZVPD basis set", "species": ["C", "C", "C", "C", "C", "C", "O", "H", "H", "H", "H", "H", "H", "H", "H", "H", "H", "H", "H"], "positions_angstrom": [[-1.2115, -1.6979, 0.8554], [0.6923, -0.6914, 0.6106], [0.6675, 0.5344, -0.0710], [0.5520, 1.8287, 0.7045], [1.0094, 0.5868, -1.5438], [-0.4443, 0.3767, -1.4159], [-1.0096, -0.7833, -1.5212], [-2.0445, -2.2386, 0.3785], [-1.6463, -0.9401, 1.5125], [-0.6629, -2.4409, 1.4369], [1.1587, -1.5548, 0.1452], [0.7589, -0.6693, 1.6940], [-0.0895, 1.7148, 1.5858], [1.5380, 2.1697, 1.0434], [0.1284, 2.6313, 0.0906], [1.5793, -0.2501, -1.9443], [1.3414, 1.5623, -1.8959], [-1.0820, 1.2690, -1.3894], [-0.9687, -1.2787, -0.3925]], "forces_ev_per_angstrom": [[-0.079, -0.122, 0.271], [0.139, 0.075, -0.084], [0.107, -0.080, 0.297], [-0.016, 0.053, -0.003], [0.005, -0.007, -0.071], [-0.066, 0.133, -0.168], [0.037, 0.000, 0.064], [0.105, 0.089, -0.009], [0.090, -0.149, -0.105], [-0.075, 0.166, -0.073], [-0.113, 0.144, 0.042], [-0.065, 0.011, -0.172], [0.093, -0.012, -0.134], [-0.124, -0.046, -0.033], [0.047, -0.137, 0.063], [-0.107, 0.103, 0.090], [-0.068, -0.151, 0.085], [0.109, -0.132, 0.026], [-0.018, 0.063, -0.085]], "e_homo_ev": -8.73, "max_force_ev_per_a": 0.3, "total_charge": 0}



{"formula": "C29H32Br2F14O5Si2", "method": "ωB97M-V with the def2-TZVPD basis set", "species": ["C", "C", "C", "C", "Si", "C", "C", "F", "O", "Si", "C", "C", "C", "F", "F", "C", "F", "F", "C", "F", "F", "C", "F", "F", "C", "F", "F", "C", "F", "F", "F", "C", "Br", "C", "C", "Br", "H", "H", "H", "H", "H", "H", "H", "H", "H", "H", "H", "H", "H", "H", "H", "H", "H", "H", "H", "H", "H", "H", "H", "H", "C", "C", "C", "O", "C", "C", "C", "O", "H", "H", "H", "H", "C", "C", "C", "O", "C", "C", "C", "O", "H", "H", "H", "H"], "positions_angstrom": [[-1.4874, 4.0881, 2.1396], [-2.1177, 2.7882, 1.6322], [-1.2125, 1.8898, 0.7312], [0.2602, 2.3279, 0.6192], [-1.4474, 0.0685, 1.1404], [-0.0796, -0.9771, 0.4059], [-0.0144, -2.4217, 0.9021], [0.4061, -3.2715, -0.1280], [-1.4547, -0.1936, 2.7771], [-0.4722, 0.3997, 3.9593], [1.1880, -0.4587, 3.8585], [2.0513, -0.4130, 5.1307], [2.7702, 0.8910, 5.3888], [1.8396, 1.8833, 5.4760], [3.4197, 0.8435, 6.5746], [3.8046, 1.4348, 4.3606], [4.2960, 2.5784, 4.8410], [3.1393, 1.7178, 3.2109], [5.0142, 0.4908, 4.0068], [5.0558, -0.5059, 4.9063], [6.1638, 1.1652, 4.0784], [4.9812, -0.2033, 2.6083], [3.8150, -0.8772, 2.5161], [5.9685, -1.0978, 2.6133], [5.1671, 0.7300, 1.3460], [5.1933, 2.0209, 1.7217], [6.3308, 0.4363, 0.7628], [4.0690, 0.5755, 0.2586], [2.8577, 0.8685, 0.7242], [4.0602, -0.6668, -0.2033], [4.3283, 1.4033, -0.7449], [-3.2058, -0.3968, 0.5443], [-3.9932, -1.7361, 1.7306], [-3.4345, -0.7912, -0.9110], [-2.9319, 0.2457, -1.9118], [-2.6461, -2.5082, -1.3727], [-1.2713, 4.7773, 1.3148], [-0.5596, 3.9136, 2.6926], [-2.1818, 4.6000, 2.8150], [-2.4940, 2.2291, 2.5005], [-3.0087, 3.0574, 1.0491], [-1.6209, 1.9707, -0.2862], [0.8057, 1.6886, -0.0836], [0.3350, 3.3533, 0.2378], [0.7880, 2.2966, 1.5809], [0.8633, -0.4579, 0.6334], [-0.1435, -1.0173, -0.6890], [0.7247, -2.5321, 1.7040], [-0.9823, -2.7982, 1.2520], [-1.0821, 0.1308, 5.2801], [-0.3182, 1.8570, 3.7869], [1.7342, -0.0736, 2.9915], [0.9761, -1.5126, 3.6342], [1.4225, -0.5428, 6.0231], [2.7851, -1.2246, 5.1460], [-3.8519, 0.4782, 0.7026], [-4.5064, -0.9385, -1.0747], [-1.8431, 0.3554, -1.8867], [-3.2217, -0.0493, -2.9243], [-3.3926, 1.2192, -1.6954], [2.5571, 1.9783, -6.2981], [1.5341, 1.2700, -5.8283], [1.4115, 0.9635, -4.3803], [0.4745, 0.3282, -3.9470], [2.4769, 1.4716, -3.4792], [3.4986, 2.1818, -3.9474], [3.6193, 2.4929, -5.3952], [4.5489, 3.1410, -5.8238], [2.6711, 2.2179, -7.3476], [0.7459, 0.8858, -6.4632], [2.3633, 1.2250, -2.4313], [4.2873, 2.5639, -3.3116], [-7.0169, -3.4929, -4.3698], [-7.3669, -4.7587, -4.5777], [-6.3624, -5.8534, -4.5373], [-6.6839, -7.0061, -4.7280], [-4.9536, -5.4793, -4.2547], [-4.6022, -4.2126, -4.0523], [-5.6065, -3.1186, -4.0902], [-5.2926, -1.9627, -3.8972], [-7.7284, -2.6771, -4.3924], [-8.3865, -5.0587, -4.7837], [-4.2432, -6.2955, -4.2236], [-3.5846, -3.9130, -3.8384]], "forces_ev_per_angstrom": [[-0.043, 0.101, -0.062], [-0.143, 0.062, 0.023], [-0.027, 0.139, -0.210], [-0.016, 0.057, 0.042], [-0.199, -0.151, -0.112], [0.277, -0.110, -0.065], [-0.010, -0.029, 0.101], [0.037, 0.114, 0.085], [0.273, 0.283, -0.114], [-0.117, 0.025, 0.179], [0.085, -0.076, -0.054], [0.064, -0.231, 0.014], [-0.048, -0.008, -0.203], [-0.060, 0.153, 0.088], [0.008, -0.047, 0.200], [-0.047, -0.300, -0.291], [0.082, 0.162, 0.056], [-0.061, 0.083, 0.071], [-0.233, 0.122, -0.216], [0.086, -0.218, 0.198], [0.236, 0.177, 0.094], [-0.232, 0.247, 0.020], [-0.042, -0.123, -0.071], [0.210, -0.185, -0.050], [-0.201, 0.040, 0.238], [0.067, 0.056, -0.044], [0.203, -0.010, -0.097], [-0.077, -0.172, 0.236], [0.096, 0.038, 0.085], [0.050, -0.229, -0.092], [0.193, 0.217, -0.205], [-0.039, 0.038, -0.030], [-0.077, -0.056, 0.044], [-0.303, 0.319, -0.294], [-0.066, 0.090, 0.006], [0.126, -0.206, 0.068], [0.024, -0.123, 0.132], [-0.125, 0.009, -0.085], [0.094, -0.086, -0.100], [0.109, 0.066, -0.115], [0.079, -0.086, 0.159], [0.115, -0.002, 0.085], [-0.186, 0.113, 0.125], [-0.002, -0.141, 0.113], [-0.073, -0.033, -0.156], [-0.139, -0.177, -0.076], [-0.129, 0.120, 0.128], [-0.191, 0.021, -0.065], [0.138, 0.034, -0.112], [-0.013, -0.044, -0.045], [-0.010, 0.025, -0.004], [-0.151, -0.132, 0.145], [0.009, 0.151, 0.094], [0.131, -0.012, -0.131], [-0.077, 0.165, -0.034], [0.207, -0.052, 0.029], [0.193, -0.075, 0.069], [-0.132, -0.051, -0.016], [0.051, 0.016, 0.178], [0.080, -0.128, -0.016], [-0.009, -0.001, 0.011], [0.006, -0.009, 0.003], [0.007, 0.035, 0.001], [-0.035, 0.005, 0.033], [-0.023, -0.027, -0.014], [0.006, -0.007, 0.021], [0.012, 0.006, -0.015], [-0.025, -0.016, 0.013], [0.007, 0.005, 0.003], [-0.003, -0.007, 0.007], [-0.003, 0.014, -0.004], [0.002, 0.002, -0.008], [0.001, 0.001, -0.001], [0.002, 0.010, 0.003], [0.008, -0.006, 0.012], [0.002, 0.018, -0.001], [-0.029, 0.009, -0.010], [0.034, 0.032, 0.004], [0.002, -0.019, 0.026], [-0.008, -0.001, -0.003], [0.006, 0.006, 0.002], [0.003, -0.010, 0.000], [-0.004, -0.003, -0.008], [-0.018, 0.016, -0.016]], "e_homo_ev": -9.71, "max_force_ev_per_a": 0.5, "total_charge": 0}